## i
Density functional theory data (ωB97M-V with the def2-TZVPD basis set) for the molecule C6H7FO.

Each atom is followed by the atoms it is bonded to, with distances in Å.
Cartesian coordinates (Å):
1 C 2.593 1.019 -0.263  C2 1.356, H9 1.094, H10 1.094
2 C 2.055 0.262 0.725  C1 1.356, C3 1.452, H11 1.103
3 C 1.188 -0.870 0.453  C2 1.452, O4 1.438, C5 1.487, H12 1.096
4 O 0.764 -1.100 -0.902  C3 1.438, C5 1.401
5 C -0.223 -0.712 0.013  C3 1.487, O4 1.401, C6 1.460, H13 1.094
6 C -0.834 0.601 -0.172  C5 1.460, C7 1.308, H14 1.087
7 C -2.125 0.800 -0.104  C6 1.308, F8 1.349, H15 1.088
8 F -3.055 -0.105 0.266  C7 1.349
9 H 3.334 1.811 -0.115  C1 1.094
10 H 2.400 0.839 -1.325  C1 1.094
11 H 2.327 0.502 1.767  C2 1.103
12 H 1.378 -1.755 1.071  C3 1.096
13 H -1.005 -1.456 0.194  C5 1.094
14 H -0.283 1.494 -0.455  C6 1.087
15 H -2.696 1.717 -0.236  C7 1.088

Calculated values
SMILES = C=C[C@@H]1O[C@@H]1/C=C\F
LUMO energy = 1.06 eV
HOMO = -0.3433 Eh

## ii
Density functional theory data (ωB97M-V with the def2-TZVPD basis set) for the molecule C6H7FO.

Each atom is followed by the atoms it is bonded to, with distances in Å.
Cartesian coordinates (Å):
1 C -2.632 0.235 -0.258  C2 1.340, H9 1.086, H10 1.089
2 C -1.379 0.122 -0.719  C1 1.340, C3 1.478, H11 1.089
3 C -0.217 -0.275 0.105  C2 1.478, F4 1.365, C5 1.548, C7 1.613
4 F -0.577 -0.511 1.400  C3 1.365
5 C 0.726 -1.320 -0.540  C3 1.548, C6 1.522, H12 1.079, H13 1.087
6 C 1.969 -0.516 -0.187  C5 1.522, C7 1.541, H14 1.086, H15 1.073
7 C 1.062 0.708 0.047  C3 1.613, C6 1.541, O8 1.196
8 O 1.125 1.902 0.073  C7 1.196
9 H -2.865 -0.086 0.753  C1 1.086
10 H -3.478 0.548 -0.869  C1 1.089
11 H -1.146 0.304 -1.766  C2 1.089
12 H 0.773 -2.298 -0.087  C5 1.079
13 H 0.550 -1.455 -1.604  C5 1.087
14 H 2.709 -0.493 -0.981  C6 1.086
15 H 2.482 -0.866 0.689  C6 1.073

Calculated values
SMILES = C=C[C@@]1(F)CCC1=O
LUMO energy = 0.75 eV
HOMO = -0.3443 Eh

Quick look at relative energies in hartree: i 0.0358; ii 0.0000.

## i
Density functional theory data (ωB97M-V with the def2-TZVPD basis set) for a cluster of 2 separate species, C11H15N in total.

Each atom is followed by the atoms it is bonded to, with distances in Å.
Cartesian coordinates (Å):
1 C -0.619 2.231 1.074  C3 1.503, H14 1.085, H15 1.101, H19 1.092
2 C 0.872 0.442 0.019  C3 1.418, C4 1.424, C6 1.433
3 C 0.178 0.959 1.141  C1 1.503, C2 1.418, C5 1.386
4 C 1.554 -0.734 0.443  C2 1.424, C9 1.397, N10 1.366
5 C 0.466 0.153 2.231  C3 1.386, N10 1.401, H16 1.081
6 C 1.083 0.914 -1.317  C2 1.433, C7 1.406, H11 1.086
7 C 1.829 0.119 -2.204  C6 1.406, C8 1.378, H12 1.088
8 C 2.396 -1.070 -1.798  C7 1.378, C9 1.430, H13 1.086
9 C 2.335 -1.492 -0.432  C4 1.397, C8 1.430, H18 1.083
10 N 1.301 -0.877 1.778  C4 1.366, C5 1.401, H17 1.002
11 H 0.716 1.898 -1.593  C6 1.086
12 H 1.876 0.419 -3.250  C7 1.088
13 H 3.036 -1.653 -2.454  C8 1.086
14 H -0.393 2.765 0.157  C1 1.085
15 H -0.308 2.864 1.919  C1 1.101
16 H 0.171 0.293 3.262  C5 1.081
17 H 1.769 -1.450 2.453  N10 1.002
18 H 2.963 -2.284 -0.045  C9 1.083
19 H -1.674 2.072 1.309  C1 1.092
20 C -2.047 -1.313 -0.182  C21 1.529, H22 1.097, H23 1.091, H24 1.094
21 C -2.881 -0.059 -0.451  C20 1.529, H25 1.097, H26 1.086, H27 1.080
22 H -2.312 -2.166 -0.819  C20 1.097
23 H -0.986 -1.249 -0.425  C20 1.091
24 H -2.128 -1.588 0.874  C20 1.094
25 H -3.746 -0.270 -1.090  C21 1.097
26 H -2.305 0.628 -1.064  C21 1.086
27 H -3.147 0.448 0.465  C21 1.080

Calculated values
<S²> = 0.77
Charge = -1
Multiplicity = 2
LUMO energy (alpha / beta) = 3.86 / 3.77 eV
HOMO (alpha / beta) = 0.0229 / -0.1016 Eh

## ii
Density functional theory data (ωB97M-V with the def2-TZVPD basis set) for a cluster of 2 separate species, C11H15N in total.

Each atom is followed by the atoms it is bonded to, with distances in Å.
Cartesian coordinates (Å):
1 C 2.904 1.165 0.330  C4 1.497, H16 1.110, H17 1.098, H19 1.081
2 C -0.643 0.590 1.238  C3 1.400, C6 1.427, N10 1.364
3 C 0.674 0.118 1.164  C2 1.400, C4 1.440, C8 1.418
4 C 1.490 1.251 0.814  C1 1.497, C3 1.440, C5 1.394
5 C 0.663 2.363 0.662  C4 1.394, N10 1.418, H13 1.074
6 C -1.788 -0.244 1.408  C2 1.427, C7 1.415, H12 1.078
7 C -1.463 -1.613 1.557  C6 1.415, C9 1.406, H14 1.092
8 C 0.953 -1.211 1.573  C3 1.418, C9 1.406, H15 1.086
9 C -0.148 -2.066 1.759  C7 1.406, C8 1.406, H18 1.086
10 N -0.642 1.935 1.015  C2 1.364, C5 1.418, H11 1.004
11 H -1.456 2.522 1.032  N10 1.004
12 H -2.707 0.294 1.574  C6 1.078
13 H 0.882 3.390 0.436  C5 1.074
14 H -2.262 -2.356 1.521  C7 1.092
15 H 1.948 -1.645 1.566  C8 1.086
16 H 3.055 0.143 -0.076  C1 1.110
17 H 3.655 1.148 1.131  C1 1.098
18 H -0.076 -3.149 1.797  C9 1.086
19 H 3.112 1.953 -0.379  C1 1.081
20 C -0.760 0.131 -2.731  C21 1.546, H22 1.104, H23 1.088, H24 1.082
21 C -1.246 -1.234 -2.193  C20 1.546, H25 1.100, H26 1.097, H27 1.088
22 H -0.297 -0.106 -3.705  C20 1.104
23 H -1.640 0.673 -3.068  C20 1.088
24 H -0.040 0.696 -2.155  C20 1.082
25 H -0.992 -2.109 -2.808  C21 1.100
26 H -2.340 -1.267 -2.269  C21 1.097
27 H -0.838 -1.369 -1.193  C21 1.088

Calculated values
<S²> = 0.77
Charge = -1
Multiplicity = 2
LUMO energy (alpha / beta) = 3.85 / 3.76 eV
HOMO (alpha / beta) = 0.0208 / -0.1068 Eh

Quick look at relative energies in hartree: i 0.0000; ii 0.0139.

## i
Density functional theory data (ωB97M-V with the def2-TZVPD basis set) for a cluster of 2 separate species, C11H15N in total.

Each atom is followed by the atoms it is bonded to, with distances in Å.
Cartesian coordinates (Å):
1 C 0.561 0.035 -2.562  C2 1.532, H3 1.089, H4 1.086, H5 1.093
2 C -0.136 1.371 -2.840  C1 1.532, H6 1.090, H7 1.088, H8 1.093
3 H 0.223 -0.769 -3.215  C1 1.089
4 H 1.641 0.062 -2.668  C1 1.086
5 H 0.344 -0.177 -1.512  C1 1.093
6 H 0.009 2.112 -2.054  C2 1.090
7 H -1.199 1.218 -3.010  C2 1.088
8 H 0.327 1.844 -3.710  C2 1.093
9 C 1.333 1.912 2.157  C11 1.521, H20 1.082, H21 1.089, H27 1.096
10 C -0.217 -0.019 1.162  C11 1.427, C12 1.406, C14 1.450
11 C 1.038 0.572 1.501  C9 1.521, C10 1.427, C13 1.384
12 C 0.031 -1.374 0.877  C10 1.406, C15 1.412, N18 1.379
13 C 2.005 -0.408 1.360  C11 1.384, N18 1.380, H22 1.081
14 C -1.581 0.450 1.018  C10 1.450, C16 1.402, H19 1.084
15 C -0.929 -2.336 0.495  C12 1.412, C17 1.424, H24 1.064
16 C -2.517 -0.470 0.525  C14 1.402, C17 1.390, H25 1.088
17 C -2.241 -1.815 0.302  C15 1.424, C16 1.390, H26 1.076
18 N 1.394 -1.572 0.937  C12 1.379, C13 1.380, H23 0.998
19 H -1.765 1.506 1.178  C14 1.084
20 H 2.360 1.837 2.487  C9 1.082
21 H 0.594 2.107 2.932  C9 1.089
22 H 3.056 -0.291 1.579  C13 1.081
23 H 1.794 -2.483 0.849  N18 0.998
24 H -0.700 -3.375 0.510  C15 1.064
25 H -3.555 -0.208 0.336  C16 1.088
26 H -3.067 -2.418 -0.030  C17 1.076
27 H 1.197 2.690 1.397  C9 1.096

Calculated values
<S²> = 0.77
Charge = -1
Multiplicity = 2
LUMO energy (alpha / beta) = 3.82 / 3.75 eV
HOMO (alpha / beta) = 0.0227 / -0.1027 Eh

## ii
Density functional theory data (ωB97M-V with the def2-TZVPD basis set) for a cluster of 2 separate species, C11H15N in total.

Each atom is followed by the atoms it is bonded to, with distances in Å.
Cartesian coordinates (Å):
1 C -1.421 -4.003 1.645  C2 1.542, H3 1.085, H4 0.967, H5 1.063
2 C -1.460 -3.812 0.115  C1 1.542, H6 1.093, H7 1.206, H8 1.116
3 H -2.383 -4.074 2.142  C1 1.085
4 H -1.014 -4.843 1.894  C1 0.967
5 H -0.840 -3.253 2.124  C1 1.063
6 H -2.109 -4.395 -0.543  C2 1.093
7 H -1.831 -2.682 -0.087  C2 1.206
8 H -0.430 -3.802 -0.316  C2 1.116
9 C 3.239 1.627 -0.756  C11 1.439, H23 1.173, H24 1.121, H27 1.117
10 C 0.708 1.486 -0.428  C11 1.410, C12 1.413, C16 1.337
11 C 1.930 2.182 -0.531  C9 1.439, C10 1.410, C13 1.418
12 C -0.315 2.289 0.124  C10 1.413, C17 1.381, N18 1.448
13 C 1.761 3.306 0.317  C11 1.418, N18 1.497, H25 0.993
14 C -0.844 -0.228 -0.736  C15 1.406, C16 1.373, H19 1.134
15 C -1.889 0.613 -0.315  C14 1.406, C17 1.370, H20 1.111
16 C 0.417 0.280 -0.927  C10 1.337, C14 1.373, H21 1.106
17 C -1.642 1.915 0.031  C12 1.381, C15 1.370, H22 1.017
18 N 0.303 3.518 0.577  C12 1.448, C13 1.497, H26 0.973
19 H -0.993 -1.202 -1.297  C14 1.134
20 H -2.908 0.172 -0.359  C15 1.111
21 H 1.082 -0.306 -1.589  C16 1.106
22 H -2.461 2.425 0.353  C17 1.017
23 H 4.086 2.439 -0.776  C9 1.173
24 H 3.408 1.131 -1.747  C9 1.121
25 H 2.251 4.117 0.613  C13 0.993
26 H -0.163 4.371 0.629  N18 0.973
27 H 3.520 0.728 -0.156  C9 1.117

Calculated values
<S²> = 0.77
Charge = -1
Multiplicity = 2
LUMO energy (alpha / beta) = 3.51 / 3.49 eV
HOMO (alpha / beta) = 0.0289 / -0.1080 Eh

Quick look at relative energies in hartree: i 0.0000; ii 0.0886.